DFT (the ωB97M-V functional and the def2-TZVPD basis) results for a single C3H7NO molecule.

Geometry (Å):
C 0.8488 -0.2065 1.0302
C -0.3042 0.0287 -1.3183
C -0.4911 -0.0812 0.1681
O 1.7685 0.7737 0.6720
N -1.5641 -0.3062 0.7854
H 1.0078 1.4685 0.6680
H -2.3609 -0.5281 0.1875
H 0.5478 -0.1660 2.0843
H 1.2793 -1.1876 0.7948
H -0.1035 1.0690 -1.5763
H 0.5590 -0.5508 -1.6399
H -1.1874 -0.3134 -1.8559

## Properties
Charge: 0
Orbital gap in Eh: 0.386
E_HOMO in eV: -9.736



DFT (the ωB97M-V functional and the def2-TZVPD basis) results for a molecular structure, C3H7NO.

Geometry (Å):
C 1.8887 -0.2132 0.6262
C -1.5304 0.2731 -0.6907
C -0.7471 -0.1510 0.4978
N 1.0266 -0.4024 -0.2310
O 1.0869 -0.3851 -1.4243
H 2.9047 -0.1404 0.2885
H 1.6114 0.0914 1.6815
H -2.3965 -0.3322 -0.8881
H -1.7515 1.3176 -0.6520
H -0.6928 0.1924 -1.3948
H -0.6186 0.7977 1.0113
H -0.7815 -1.0479 1.1757

## Properties
Charge: 0
Orbital gap (spin up / spin down) in Eh: 0.239 / 0.293
Spin multiplicity: 3
E_HOMO (spin up / spin down) in eV: -5.426 / -9.558



DFT (the ωB97M-V functional and the def2-TZVPD basis) results for 3 unconnected molecules or ions with the total composition C3H7NO2.

Geometry (Å):
C -0.1046 -0.9016 -0.8822
C -0.3435 -0.5811 0.5503
C 0.5901 0.0513 1.2724
N 3.6433 1.0688 -0.0892
O 4.0012 0.0422 -0.8239
O 4.1303 1.0930 1.0832
H -0.5460 -1.9389 -0.9884
H -0.5395 -0.3570 -1.7618
H 0.9584 -0.8316 -1.0051
H -1.1651 -0.7318 1.2651
H -12.5634 2.4168 -1.9024
H 1.5836 0.2709 1.0504
H 0.3551 0.3989 2.2315

## Properties
Charge: -2
Orbital gap in Eh: 0.129
E_HOMO in eV: 1.532



DFT (the ωB97M-V functional and the def2-TZVPD basis) results for a single C3H7NO2 molecule.

Geometry (Å):
C -1.3982 0.7448 0.8681
N 1.1548 -1.2901 0.9987
C 0.4288 0.4647 -0.7437
C -0.9997 0.4423 -0.3656
O 1.2349 0.0111 0.4979
O 0.6592 -0.3207 -1.8625
H 1.5834 -0.2345 -2.1247
H 0.9464 -1.9637 0.2613
H 0.4019 -1.2935 1.6889
H -2.4378 0.6939 1.1468
H -0.7482 1.2399 1.5716
H 0.8353 1.4819 -0.8265
H -1.6609 0.0238 -1.1103

## Properties
Charge: 0
Orbital gap in Eh: 0.361
E_HOMO in eV: -8.999



DFT (the ωB97M-V functional and the def2-TZVPD basis) results for a single C3H7NO2 molecule.

Geometry (Å):
C 2.0791 0.1583 -0.1649
N 0.6523 0.1885 -0.4927
C -0.2577 0.1100 0.5480
O 0.0919 0.2912 1.7024
C -1.7275 -0.2920 0.3949
O -2.1903 -0.5945 -0.8974
H 2.6023 1.0777 -0.4509
H 2.1401 0.0450 0.9178
H 2.5872 -0.6897 -0.6472
H 0.4229 0.1702 -1.4766
H -2.3483 0.4740 0.8968
H -1.8418 -1.1953 1.0111
H -2.2101 0.2566 -1.3416

## Properties
Charge: 0
Orbital gap in Eh: 0.383
E_HOMO in eV: -9.768



DFT (the ωB97M-V functional and the def2-TZVPD basis) results for a single C3H7NO2 molecule.

Geometry (Å):
C -1.0141 1.7588 0.7649
C 0.1168 -1.4948 -0.6528
C 0.4379 -0.1450 0.0858
N -0.3435 2.1384 1.6964
O -1.6869 2.4018 -0.2039
O -0.7185 0.6073 0.0629
H 0.3714 -2.3662 -0.2885
H -0.9581 -1.6900 -0.8489
H 0.7557 -1.3078 -1.5446
H 0.8344 -0.1973 1.0966
H 1.1849 -0.0994 -0.8380
H -0.8141 2.4501 2.5342
H -2.1886 1.8913 -0.8539

## Properties
Charge: 0
Orbital gap in Eh: 0.380
E_HOMO in eV: -9.627



In kcal/mol, the energy relative to the best compared isomer or geometry (same formula, charge and spin) values for the records above are, in order, 44.32; 71.76; 11.33; 90.21; 26.02; 109.64.
In eV/Å, the strongest force on any atom values for the records above are, in order, 3.69; 13.73; 2.97; 2.45; 0.71; 6.72.